# C33H101N3O19PS

A 19-piece molecular cluster, C33H101N3O19PS overall (ωB97M-V/def2-TZVPD, the OMol25 dataset).

HOMO-LUMO gap = 0.2559 Eh
Total charge = +1
Molecular weight = 907.2 g/mol
Calculated total energy = -3650.6571 Eh
E_HOMO = -11.16 eV

Structure (XYZ):
```
158
Properties=species:S:1:pos:R:3:forces:R:3:lowdin_charge:R:1
C 4.34226 0.52654 1.13386 0.1 0.2 -0.1 -0.100
C 4.17429 1.29866 2.43483 0.1 -0.6 0.3 -0.240
C 3.21782 0.58420 3.39002 -0.2 0.3 0.0 -0.201
C 1.75745 0.80047 2.98726 0.4 -0.5 0.3 -0.164
C 0.80718 -0.35155 3.38202 0.0 0.3 -0.8 -0.126
C 1.20052 -1.57090 2.61449 -0.5 0.8 0.6 -0.162
C 1.95911 -2.54730 3.25582 0.1 -0.1 -0.5 -0.030
N 2.39346 -3.61556 2.64136 0.2 -0.1 0.2 0.171
N 2.07386 -3.75784 1.37783 -0.1 -0.9 -0.5 -0.096
C 2.63709 -4.98256 0.75261 0.6 -0.2 0.0 -0.120
C 3.86858 -4.65213 -0.11140 -0.4 0.1 0.3 -0.164
C 5.07879 -5.54964 0.16880 0.5 0.2 -0.7 -0.183
C 5.41935 -6.54635 -0.94488 -0.4 0.3 0.4 -0.164
C 5.54759 -5.92350 -2.31430 -0.2 -0.3 -0.4 -0.262
O 5.96967 -6.92053 -3.22226 0.1 0.3 0.0 -0.183
C 6.91297 -6.43740 -4.17272 -0.2 -0.6 0.3 -0.093
C 1.32289 -2.90876 0.66665 0.0 0.8 0.1 -0.508
S 0.86275 -3.27392 -0.99556 -0.4 -0.6 -0.2 0.946
C 0.86676 -1.74005 1.27875 -0.7 -0.2 0.6 -0.208
P -0.06489 -0.48055 0.29552 1.6 0.7 -2.2 0.833
N 0.82873 -0.08710 -0.95613 0.1 0.2 0.7 -0.281
H 5.23492 0.85841 0.61219 0.1 0.1 -0.2 0.075
H 3.49995 0.67398 0.46295 -0.2 -0.1 -0.1 0.045
H 4.47938 -0.53801 1.32831 -0.1 -0.2 0.0 0.064
H 3.81500 2.30341 2.23786 0.1 0.2 0.0 0.112
H 5.14261 1.33917 2.92691 0.1 0.3 0.0 0.108
H 3.49297 -0.47192 3.38013 0.0 -0.2 0.1 0.090
H 3.36094 0.93108 4.41068 0.1 0.0 0.2 0.116
H 1.38456 1.72427 3.41666 -0.1 0.2 0.0 0.131
H 1.73772 0.90349 1.90694 -0.2 0.2 -0.3 0.070
H -0.18439 -0.08174 3.03593 -0.4 0.1 0.4 0.085
H 0.79006 -0.53214 4.45139 0.1 -0.1 0.1 0.133
H 2.22204 -2.43931 4.29340 0.1 -0.1 0.2 0.144
H 1.85745 -5.49987 0.20820 -0.2 0.1 -0.2 0.105
H 2.94793 -5.62179 1.56729 -0.1 0.1 0.3 0.120
H 3.56737 -4.67229 -1.15220 0.1 -0.1 -0.2 0.076
H 4.14780 -3.61951 0.09142 0.0 0.2 0.1 0.117
H 5.94200 -4.89409 0.26436 0.1 0.1 0.2 0.117
H 4.99580 -6.06318 1.12067 -0.1 0.0 0.2 0.089
H 4.66347 -7.33035 -0.96220 0.0 -0.2 -0.2 0.122
H 6.38134 -6.99185 -0.71123 0.1 -0.3 0.1 0.123
H 6.23524 -5.07402 -2.30086 0.2 0.0 0.1 0.127
H 4.58848 -5.54876 -2.68515 -0.1 0.2 0.1 0.113
H 7.86256 -6.26790 -3.66446 0.2 0.3 -0.1 0.096
H 6.56524 -5.54370 -4.68915 0.0 0.2 0.0 0.073
H 7.05012 -7.21275 -4.91124 0.0 -0.1 -0.1 0.071
H 2.00166 -2.94743 -1.61775 0.2 0.1 0.2 -0.060
H -0.28986 0.69218 1.02469 -0.7 -0.5 0.5 0.025
H -1.25384 -1.03237 -0.19376 -0.2 -0.2 0.6 0.012
H 1.71165 -0.57593 -0.99694 0.1 0.1 -0.2 -0.048
C -2.98470 -1.93397 2.67997 0.0 0.1 -0.1 -0.090
O -2.24031 -0.85053 2.10118 -0.2 0.0 0.0 -0.198
H -2.30161 -2.76414 2.82856 0.0 0.0 0.0 0.052
H -3.40522 -1.63557 3.64131 0.0 0.0 0.0 0.088
H -3.78995 -2.24660 2.01265 0.0 0.0 0.0 0.088
H -2.85239 -0.11460 1.97525 0.1 0.2 0.2 0.075
C -1.14556 3.77861 1.26911 -0.2 -0.1 0.0 -0.123
O -1.73092 2.46812 1.37352 0.1 0.0 -0.2 -0.164
H -0.45718 3.89906 2.10091 0.0 0.0 0.0 0.081
H -0.59724 3.88388 0.33462 0.0 0.0 0.0 0.065
H -1.92002 4.54639 1.33541 0.0 0.0 0.0 0.079
H -2.33869 2.37480 0.62868 -0.1 0.0 0.1 0.050
C -4.01069 -0.10124 -1.70930 0.1 0.0 0.0 -0.114
O -3.63119 0.46712 -0.44687 -0.1 0.1 0.0 -0.154
H -4.80784 0.51876 -2.11241 0.0 0.1 0.1 0.086
H -3.16901 -0.10575 -2.39996 0.0 0.0 0.0 0.074
H -4.37501 -1.12169 -1.58156 0.0 0.0 0.0 0.084
H -2.92580 -0.06415 -0.07132 0.0 -0.2 -0.1 0.008
C -0.29159 -5.22141 4.14948 0.0 -0.1 -0.2 -0.128
O -0.91327 -4.61620 3.01352 0.2 0.2 0.1 -0.134
H -0.79859 -4.86986 5.04337 -0.1 0.1 -0.1 0.088
H -0.37638 -6.30798 4.09650 0.0 0.0 0.1 0.085
H 0.76291 -4.94267 4.20320 0.0 -0.1 0.1 0.053
H -0.46766 -4.94262 2.22734 -0.1 -0.1 0.0 0.063
C 6.68726 -6.93470 3.95225 -0.1 0.1 0.0 -0.143
O 5.87022 -5.84867 3.50810 0.0 -0.1 0.0 -0.144
H 7.51710 -7.02358 3.25698 0.0 0.0 0.0 0.080
H 7.08145 -6.74393 4.95200 0.1 0.0 0.0 0.078
H 6.12651 -7.87203 3.95794 0.1 0.0 0.0 0.078
H 5.13807 -5.76745 4.12489 0.0 0.1 0.0 0.067
C -6.48290 2.59696 1.39587 0.2 -0.2 -0.2 -0.132
O -5.46128 2.45336 0.40810 -0.2 0.1 0.2 -0.146
H -6.65559 3.65481 1.55617 0.0 0.0 0.0 0.054
H -7.41492 2.13644 1.06052 -0.1 0.1 0.1 0.081
H -6.17452 2.14211 2.34176 -0.1 0.1 0.1 0.079
H -5.30999 1.51267 0.26865 0.2 0.1 0.0 0.039
C -3.12890 3.82107 4.51973 -0.1 0.4 -0.1 -0.157
O -2.28333 4.95615 4.68885 0.1 -0.2 0.0 -0.128
H -2.62500 2.96347 4.95849 0.1 0.0 0.0 0.075
H -4.08383 3.97497 5.02846 0.0 -0.1 0.0 0.078
H -3.30623 3.62855 3.45822 0.0 -0.2 0.0 0.060
H -2.72836 5.71484 4.30309 0.0 0.0 0.0 0.073
C -4.01586 4.16423 -1.83046 0.0 0.3 -0.1 -0.149
O -3.14710 5.16830 -2.36158 0.1 -0.2 -0.1 -0.132
H -3.43191 3.26072 -1.67106 0.1 0.0 0.0 0.068
H -4.44108 4.48064 -0.87862 0.0 -0.1 0.0 0.067
H -4.82534 3.94429 -2.53128 0.0 -0.1 0.1 0.075
H -3.67040 5.96285 -2.49806 0.0 0.0 0.0 0.080
C 8.47532 -5.69124 -7.60450 -0.2 -0.2 -0.1 -0.139
O 7.78407 -6.87062 -7.17921 0.1 0.1 0.0 -0.139
H 9.17193 -5.41257 -6.81740 0.0 0.0 0.0 0.080
H 9.03639 -5.88796 -8.52090 0.1 0.1 0.0 0.079
H 7.78140 -4.86811 -7.77162 0.1 0.1 0.0 0.058
H 7.17343 -7.11233 -7.88010 0.0 -0.1 0.0 0.076
C 2.13906 3.71382 -1.05436 0.0 -0.2 0.1 -0.137
O 1.65058 2.87365 -0.01328 0.0 -0.6 -0.1 -0.178
H 2.32246 4.70071 -0.63716 0.0 0.0 0.0 0.062
H 3.07622 3.31799 -1.45682 0.0 0.1 -0.1 0.080
H 1.40221 3.79795 -1.85653 0.1 0.1 -0.1 0.083
H 1.49082 1.99389 -0.41319 -0.1 0.3 0.1 0.019
C -8.52673 5.86586 1.90542 -0.3 -0.2 0.1 -0.142
O -8.72702 4.63515 2.60242 0.1 0.1 0.0 -0.136
H -7.45599 6.04713 1.84916 0.0 0.0 0.0 0.075
H -8.93340 5.80138 0.89271 0.1 0.1 0.0 0.081
H -9.00401 6.69268 2.43401 0.1 0.1 -0.1 0.057
H -9.67389 4.48112 2.64860 0.0 0.0 0.0 0.075
C -10.51614 8.43807 4.64888 -0.1 0.2 -0.1 -0.148
O -10.12632 8.88859 3.34787 0.1 -0.1 0.1 -0.140
H -9.83966 7.63449 4.92729 0.0 0.0 0.0 0.078
H -10.42670 9.24806 5.37457 0.0 -0.1 0.1 0.083
H -11.54168 8.06248 4.64270 0.0 0.0 0.0 0.079
H -10.71745 9.60216 3.09396 0.0 0.0 -0.1 0.081
C 4.60641 6.79193 -0.49435 -0.3 0.2 -0.1 -0.164
O 3.76024 7.01590 -1.61885 0.1 -0.2 0.1 -0.130
H 5.44430 6.17865 -0.81475 0.0 0.0 -0.1 0.078
H 4.98417 7.74236 -0.10998 0.1 -0.1 0.1 0.077
H 4.05942 6.27021 0.29671 0.1 0.0 0.1 0.066
H 3.02663 7.55945 -1.31987 0.0 0.0 -0.1 0.074
C -2.47254 -2.97909 -3.86241 0.1 -0.1 0.2 -0.129
O -1.98798 -2.34284 -2.67651 -0.1 0.1 0.0 -0.169
H -3.37610 -2.45758 -4.16837 0.0 0.1 0.0 0.080
H -1.73414 -2.91168 -4.66396 -0.1 0.0 -0.1 0.084
H -2.70527 -4.02666 -3.66851 0.0 0.0 -0.1 0.065
H -1.19142 -2.79887 -2.39787 0.0 0.0 -0.1 -0.022
C -6.71638 10.28957 4.92386 -0.2 -0.1 -0.1 -0.157
O -7.39736 9.04426 5.00857 0.0 0.1 -0.1 -0.136
H -6.02219 10.34257 5.75873 0.0 0.0 0.0 0.076
H -6.15304 10.36982 3.99010 0.0 0.1 0.0 0.075
H -7.41558 11.12759 4.99237 0.1 0.1 0.0 0.076
H -8.01308 9.00043 4.26728 0.0 0.0 0.0 0.036
C -2.14732 -6.96218 -5.29568 0.1 0.0 0.1 -0.147
O -1.63338 -6.37077 -4.10140 0.0 0.0 0.0 -0.142
H -3.04569 -6.41592 -5.56963 0.0 0.0 0.0 0.078
H -1.42534 -6.88978 -6.11184 0.0 0.0 0.0 0.078
H -2.40562 -8.01053 -5.13393 0.0 0.0 -0.1 0.078
H -0.84008 -6.85373 -3.85673 0.0 0.0 0.0 0.069
C -3.81505 4.46310 -5.66730 0.2 0.1 0.2 -0.170
O -2.65889 5.28464 -5.64651 0.0 0.0 -0.1 -0.124
H -4.27085 4.52581 -6.65235 0.1 0.1 0.0 0.077
H -3.55420 3.41958 -5.46593 -0.1 0.0 0.0 0.077
H -4.53996 4.80508 -4.92258 -0.1 -0.1 0.0 0.062
H -2.28066 5.21392 -4.76308 0.0 0.0 0.0 0.055
C 7.08203 -2.64089 -5.75316 0.0 0.1 -0.2 -0.163
O 7.40271 -2.56378 -7.13582 -0.1 0.0 0.1 -0.128
H 7.76518 -3.35461 -5.29872 0.0 0.0 0.0 0.068
H 7.20725 -1.67113 -5.26426 0.0 0.0 0.1 0.077
H 6.05490 -2.98919 -5.60433 0.0 0.0 0.1 0.074
H 6.80142 -1.93315 -7.54122 0.1 0.0 -0.1 0.079
```
Positions in Å, forces in eV/Å.

# C3H4FO3Sm

C3H4FO3Sm as an isolated structure (ωB97M-V/def2-TZVPD, the OMol25 dataset).

Multiplicity = 8
HOMO-LUMO gap (alpha / beta) = 0.2078 / 0.2724 Eh
Molecular weight = 257.4 g/mol
Calculated total energy = -1100.1276 Eh
E_HOMO (alpha / beta) = -6.05 / -8.26 eV

Structure (XYZ):
```
12
Properties=species:S:1:pos:R:3:forces:R:3:lowdin_charge:R:1
C 2.17759 -0.85546 1.12711 0.5 0.4 -0.2 -0.304
C 0.95082 -1.13576 0.39305 -1.0 -0.8 -0.2 -0.388
H 1.92900 -0.40046 2.09745 0.1 -0.1 -0.2 0.021
H 2.80933 -1.74438 1.25949 -0.3 0.0 0.1 0.020
F 1.15039 -1.89516 -0.75052 0.1 0.4 0.6 -0.015
H 0.38394 -0.24718 0.08623 -0.2 -0.4 0.4 0.123
Sm 3.84144 1.04099 -0.07206 -0.6 -0.7 0.3 0.849
O -0.03753 -2.96780 3.03470 -0.1 0.0 0.8 0.123
C -0.06978 -3.09439 1.70114 1.3 -0.8 -0.6 -0.677
O 0.07328 -4.15472 1.13028 -0.2 0.5 0.3 0.102
O -0.21769 -1.90862 1.16468 0.5 1.6 -1.1 0.023
H 0.11162 -3.83562 3.42932 -0.1 -0.1 -0.2 0.122
```
Positions in Å, forces in eV/Å.

# C4H3NO2

A single C4H3NO2 molecule (ωB97M-V/def2-TZVPD, the OMol25 dataset).

HOMO-LUMO gap = 0.2961 Eh
Molecular weight = 97.1 g/mol
Calculated total energy = -359.3077 Eh
E_HOMO = -9.75 eV

Structure (XYZ):
```
10
Properties=species:S:1:pos:R:3:forces:R:3:lowdin_charge:R:1
C 0.59487 -0.91271 1.11439 -4.1 2.2 -4.6 -0.196
C 1.69666 -1.15281 1.61843 1.4 -0.4 0.7 -0.039
C 0.32627 0.92151 -0.68312 1.3 -0.8 -0.9 -0.460
C -0.30448 -0.22673 0.08838 3.6 -1.2 4.7 -0.184
N -1.58319 -0.36429 0.09965 -1.7 0.5 -1.0 0.210
O 1.65545 0.76693 -0.87873 0.0 -0.1 0.3 0.090
O -0.32781 1.81451 -1.15766 0.4 -0.6 0.5 0.140
H -1.98377 -1.12807 0.60760 -0.1 -0.2 0.4 0.135
H -2.24225 0.26715 -0.39668 1.1 -0.6 0.2 0.166
H 2.16824 0.01451 -0.41227 -1.9 1.3 -0.3 0.138
```
Positions in Å, forces in eV/Å.

# C13H24ClF6O3P2Ru

C13H24ClF6O3P2Ru as an isolated structure (ωB97M-V/def2-TZVPD, the OMol25 dataset).

Multiplicity = 5
HOMO-LUMO gap (alpha / beta) = 0.3456 / 0.1856 Eh
Total charge = +3
Molecular weight = 540.8 g/mol
Calculated total energy = -2571.2322 Eh
E_HOMO (alpha / beta) = -20.75 / -20.68 eV

Structure (XYZ):
```
50
Properties=species:S:1:pos:R:3:forces:R:3:lowdin_charge:R:1
C 0.31950 -0.01620 -3.84938 0.0 -0.5 -1.1 -0.023
C 1.03824 0.24141 -2.56098 2.7 0.7 -0.9 -0.413
H 1.07699 -0.21088 -4.62146 -0.1 0.2 0.1 0.136
H -0.25855 0.86883 -4.14839 0.1 0.0 0.2 0.116
H -0.36571 -0.86786 -3.79877 0.2 0.4 0.2 0.053
O 2.20955 0.62130 -2.54313 -2.8 -0.8 0.2 0.241
Cl -2.01820 0.00391 -1.69927 1.2 0.0 0.5 0.371
Ru 0.14275 -0.00587 -0.74642 -5.5 0.1 0.6 0.723
P -0.01764 2.32632 -0.72359 -0.1 3.7 0.5 0.783
C 1.47635 3.16460 -0.10912 0.2 -0.7 -0.1 -0.182
C -0.41634 3.15792 -2.29632 0.2 -0.9 -0.3 -0.195
H -0.59286 4.22348 -2.09589 0.1 -0.3 0.1 0.095
H -1.61126 3.93197 0.13925 0.2 -0.2 -0.1 0.099
H -1.32246 2.70015 -2.71062 0.1 0.2 0.0 0.055
H -2.25003 2.25088 0.11106 0.0 0.3 0.2 0.050
H 2.31627 2.89607 -0.76273 0.0 0.2 0.2 0.068
H 0.41672 3.04140 -2.99872 -0.2 0.2 0.0 0.069
C -1.37932 2.87718 0.33394 -0.2 -0.7 0.2 -0.201
H 1.32898 4.25337 -0.12152 -0.1 -0.2 -0.1 0.098
H -1.12395 2.75186 1.38467 0.0 0.1 -0.1 0.034
H 1.69861 2.83249 0.91318 0.0 0.2 -0.2 0.054
P 0.11049 -2.32339 -0.91325 0.5 -3.8 0.3 0.788
C 1.60370 -3.11224 -0.25284 0.2 0.6 0.0 -0.189
C -1.25686 -2.93938 0.10180 -0.3 0.7 0.2 -0.192
H -1.07677 -2.76337 -2.95863 0.1 -0.2 0.0 0.063
H -0.16058 -4.20148 -2.39246 0.1 0.3 0.1 0.098
H 0.70250 -2.84697 -3.19032 -0.2 -0.3 0.0 0.071
C -0.13077 -3.11186 -2.52930 0.0 0.9 -0.3 -0.198
H -2.11451 -2.27452 -0.04942 -0.1 -0.4 0.1 0.038
H -1.50785 -3.96333 -0.20010 0.1 0.1 0.0 0.099
H 1.52948 -4.20172 -0.35613 -0.1 0.2 0.0 0.098
H 1.70574 -2.84955 0.80562 0.1 -0.2 -0.3 0.046
H -0.97713 -2.91519 1.15926 -0.1 -0.1 -0.3 0.042
H 2.47662 -2.74518 -0.80558 0.0 -0.3 0.1 0.073
C 1.87026 -0.02854 -0.08104 6.9 -0.1 2.9 -0.282
O 2.97998 -0.04493 0.27349 -4.5 0.0 -1.4 0.235
C 0.63631 0.91137 3.03435 0.7 0.4 -0.6 0.068
C -0.49593 -0.05158 2.66740 -0.6 -0.5 1.5 -0.357
O -0.78507 -0.19098 1.35896 1.7 0.4 -2.0 0.017
C -0.10241 -1.45694 3.30735 0.9 -2.1 1.9 -0.462
F 0.30627 -1.34905 4.60123 -0.8 0.4 -2.0 0.200
F -1.07611 -2.39481 3.26846 0.8 1.4 -0.3 0.183
F 0.97524 -1.95947 2.61756 -1.0 0.7 0.1 0.120
C -1.84693 0.44630 3.36132 -2.3 1.1 1.9 -0.465
F -1.76051 0.45737 4.72488 0.4 -0.4 -2.2 0.198
F -2.11212 1.73452 2.99263 0.7 -1.3 0.0 0.146
F -2.92153 -0.28356 3.00912 1.4 0.3 0.0 0.197
H 1.59294 0.49369 2.69007 -0.2 0.0 0.2 0.108
H 0.68178 1.04461 4.11888 -0.1 0.0 -0.2 0.139
H 0.48609 1.87783 2.54090 -0.1 -0.2 0.3 0.085
```
Positions in Å, forces in eV/Å.

Q: Number 3 is which compound?
A: C4H3NO2

Q: Which value of molecular weight does entry 1 give?
A: 907.2 g/mol